[1]
ORCA calculation (the ωB97M-V functional and the def2-TZVPD basis) on C36H51BGeN11O4SeTi as an isolated structure.

Results
* LUMO (spin up / spin down): 1.92 / 1.92 eV
* total charge: -1
* spin multiplicity: 3
* relative energy (zero: lowest compared OMol25 entry of this formula, charge and spin): 0.0 kcal/mol
* E: -208403.83844 eV
* HOMO energy (spin up / spin down): -3.48 / -5.51 eV

XYZ file:
```
106
Properties=species:S:1:pos:R:3:forces:R:3
Se 2.5600 0.8892 1.5289 0.1 0.1 0.1
Ge 3.8806 0.4862 4.4562 0.0 0.0 0.0
Ti -0.9264 0.0362 -0.9382 0.4 0.7 -0.2
O -4.0401 -5.1868 2.6787 0.0 0.0 0.0
O -1.8646 -5.7329 2.9826 0.0 0.0 0.0
O -2.9641 0.2949 -0.4993 0.0 0.0 0.1
O -4.8479 -0.7741 0.0711 -0.1 0.0 0.2
N -1.7831 -1.7816 -1.9988 -0.3 -0.3 -0.2
N -1.3990 1.9263 -2.3637 0.0 -0.1 0.4
N 0.7270 -1.7095 -0.9347 -0.1 0.1 0.1
N -2.0771 -3.9480 -1.6505 0.0 0.0 0.2
N 0.9160 -3.8925 -0.6954 -0.1 -0.1 0.0
N 1.5780 1.9872 -1.9243 0.1 0.0 0.1
N -1.4495 -1.3063 0.8482 -0.1 0.0 0.3
N -0.4738 1.7771 0.6199 0.1 -0.1 -0.2
N 1.1513 0.7901 -2.3929 -0.1 0.1 0.0
N -0.6909 3.0472 -2.0889 0.0 0.0 -0.1
N 0.3209 2.7871 0.1933 -0.1 0.1 0.0
C 2.6973 -2.0483 -3.8153 0.0 0.0 0.0
C -2.4816 2.3092 -3.0297 0.0 0.0 -0.1
C -0.1511 3.2388 2.2965 0.0 0.0 0.0
C -3.0803 -2.1254 -2.3120 0.0 0.1 -0.1
C -2.8156 -4.9836 2.6751 0.0 0.0 -0.1
C -3.2800 -3.4476 -2.0873 -0.1 -0.1 0.0
C -0.6306 -2.0441 1.6036 -0.1 -0.1 0.0
C 2.0836 -3.3390 -0.2257 0.1 -0.1 0.0
C -3.5275 1.4007 -5.0948 0.0 0.0 0.0
C -1.3291 4.1236 -2.5716 0.0 0.0 0.0
C -1.2195 -2.9024 -1.5970 0.1 -0.1 0.0
C 3.1609 1.2765 -3.2797 0.0 0.0 0.0
C 0.4758 -1.0816 -4.5282 0.0 0.0 0.0
C -3.6338 -0.6166 0.1001 0.0 -0.2 -0.2
C 3.0901 -0.4056 2.8979 0.0 0.0 0.0
C 0.1291 -2.8693 -1.0973 0.0 -0.1 -0.1
C -0.7655 2.0390 1.8936 -0.1 0.0 0.0
C -4.8272 1.4246 -2.9305 0.0 0.0 0.0
C 5.4000 1.5865 3.8978 0.0 0.0 0.0
C -3.2533 -2.7458 1.4752 0.0 0.0 0.1
C 2.4899 1.6143 5.2335 0.0 0.0 0.0
C 1.9518 -1.9967 -0.3920 0.2 0.1 -0.1
C -3.4468 1.3013 -3.5698 0.0 0.0 0.0
C 4.4926 -0.8519 5.7531 0.0 0.0 0.0
C -1.0350 0.7724 4.0309 0.0 0.0 0.0
C 4.2505 0.9648 0.5553 0.0 -0.1 0.0
C -2.3751 -3.5948 2.1417 0.0 0.0 0.0
C 2.0842 0.3694 -3.2471 0.0 -0.1 0.0
C -2.9974 1.9687 2.9776 0.0 0.0 0.0
C 1.9351 -0.7829 -4.2107 0.0 0.0 0.0
C -2.4885 3.7050 -3.1872 0.0 0.0 0.0
C 2.7837 2.2911 -2.4353 0.0 0.0 0.0
C -1.0497 -3.1850 2.2608 0.0 0.0 -0.1
C -2.7591 -1.6050 0.8654 0.0 0.0 -0.1
C -1.6948 1.2080 2.7234 -0.1 -0.1 0.0
C 0.5152 3.6784 1.1790 0.0 0.0 0.0
B 0.6263 3.0262 -1.2923 0.0 0.0 0.0
H 2.9090 2.3015 5.9695 0.0 0.0 0.0
H -4.3036 -2.9937 1.4106 0.0 0.0 0.0
H -4.7704 1.2731 -1.8534 0.0 0.0 0.0
H -4.1578 -4.0619 -2.1720 0.0 0.0 0.0
H 1.1605 4.1048 -1.3743 0.0 0.0 0.0
H 2.0091 2.1969 4.4463 0.0 0.0 0.0
H -1.9402 0.3208 2.1501 0.0 0.1 0.1
H 5.0910 2.2832 3.1182 0.0 0.0 0.0
H 3.6618 -1.4769 6.0815 0.0 0.0 0.0
H 4.9244 -0.3702 6.6311 0.0 0.0 0.0
H 5.0414 0.5530 1.1791 0.0 0.0 0.0
H 0.6469 -4.8571 -0.6082 0.0 0.0 0.0
H 4.4833 2.0023 0.3273 0.0 0.0 0.0
H -2.5412 1.2953 -5.5496 0.0 0.0 0.0
H 4.0455 1.2171 -3.8917 0.0 0.0 0.0
H -0.0376 -0.1883 -4.8864 0.0 0.0 0.0
H 5.7737 2.1622 4.7455 0.0 0.0 0.0
H 3.2538 3.2294 -2.1925 0.0 0.0 0.0
H -0.0902 0.2576 3.8407 0.0 0.0 0.0
H -0.3598 -3.8136 2.8085 0.0 0.0 0.0
H -3.6839 1.3581 3.5674 0.0 0.0 0.0
H -0.0545 -1.4216 -3.6408 0.0 0.0 0.0
H -5.5120 0.6819 -3.3490 0.0 0.0 0.0
H -3.4845 2.2146 2.0335 0.0 0.0 0.0
H 2.6490 -1.2141 -0.1526 0.0 0.0 0.0
H 2.4064 -0.4178 -5.1308 0.0 0.0 0.0
H 3.7303 -1.1654 2.4479 0.0 0.0 0.0
H -3.2261 4.3100 -3.6860 0.0 0.0 0.0
H 2.6990 -2.7574 -4.6469 0.0 0.0 0.0
H -1.6877 0.0907 4.5793 0.0 0.0 0.0
H -1.9706 -4.8190 -1.1572 0.0 0.0 0.0
H -0.9065 5.1070 -2.4470 0.0 0.0 0.0
H 0.4054 -1.8573 -5.2949 0.0 0.0 0.0
H -3.8068 -1.3929 -2.6132 0.0 0.0 0.0
H 2.2390 -2.5359 -2.9598 -0.1 0.0 0.1
H 2.1670 -0.9049 3.2018 0.0 0.0 0.0
H -2.8075 2.8974 3.5225 0.0 0.0 0.0
H 3.7343 -1.8215 -3.5592 0.0 0.0 0.0
H 2.8829 -3.9415 0.1659 0.0 0.0 0.0
H -3.9362 2.3674 -5.3989 0.0 0.0 0.0
H 1.7289 1.0059 5.7231 0.0 0.0 0.0
H 0.4076 -1.7323 1.6198 0.0 0.0 0.0
H -0.2053 3.7109 3.2627 0.0 0.0 0.0
H -4.1795 0.6210 -5.4953 0.0 0.0 0.0
H -3.0152 0.3324 -3.3172 0.0 0.0 0.0
H 4.1785 0.4065 -0.3772 0.0 0.0 0.0
H -5.2498 2.4134 -3.1303 0.0 0.0 0.0
H 1.1105 4.5588 1.0029 0.0 0.0 0.0
H 5.2520 -1.4978 5.3107 0.0 0.0 0.0
H -0.8239 1.6318 4.6734 0.0 0.0 0.0
H 6.2174 0.9737 3.5156 0.0 0.0 0.0
```
Positions in Å, forces in eV/Å.

[2]
ORCA calculation (the ωB97M-V functional and the def2-TZVPD basis) on C36H51BMoN9O4PS4 as an isolated structure in a non-equilibrium geometry.

Results
* LUMO (spin up / spin down): -5.74 / -6.25 eV
* total charge: +2
* spin multiplicity: 3
* relative energy (zero: lowest compared OMol25 entry of this formula, charge and spin): 0.0 kcal/mol
* E: -114914.52436 eV
* HOMO energy (spin up / spin down): -12.81 / -12.98 eV

XYZ file:
```
107
Properties=species:S:1:pos:R:3:forces:R:3
Mo -0.6114 -0.7771 -0.8342 1.7 0.5 -0.8
S 1.7250 -0.3039 -1.9984 -0.3 -1.1 0.1
S -0.3555 1.8533 -0.8121 0.0 1.5 0.6
S 0.5837 -0.1935 1.3257 -0.3 0.0 0.3
S -0.8159 -2.4213 -2.8081 -0.3 0.3 0.1
P -2.5416 -1.6979 0.2490 -1.5 -0.8 0.6
O -0.8682 2.6236 -1.9110 -0.2 0.5 -0.6
O -4.0452 0.8424 -2.0091 0.3 0.1 -0.1
O -1.4062 1.1311 0.0132 -0.7 -1.2 0.1
O -2.0445 -0.1333 -2.0611 1.7 -0.3 -0.5
N 3.1749 -1.1104 1.6272 0.0 0.5 -0.6
N 1.2102 -3.4502 -1.5075 0.4 -0.3 -0.4
N 0.7773 -2.6735 -0.4158 -0.3 0.2 0.2
N -0.3481 3.7835 1.5207 0.3 -0.2 -0.4
N 2.9925 0.7639 0.4814 0.1 -0.3 0.6
N 1.4931 2.8088 0.8721 -0.2 0.5 -0.1
N 1.8918 1.8966 -3.6368 0.1 0.2 0.7
N 2.2609 2.2711 -1.4976 0.2 0.1 -0.6
N 0.9736 -4.1425 -3.6998 0.0 0.1 0.2
C 2.3886 3.4572 -2.1677 0.1 0.4 -0.4
C -2.3384 -1.2665 2.9404 -0.1 0.0 -0.1
C -3.7610 0.3045 1.7822 0.0 -0.1 -0.1
C 4.4205 -0.7743 1.1545 0.4 0.3 -0.4
C 0.2823 2.1036 -5.4297 0.1 -0.1 0.1
C -2.3207 4.1163 2.8983 0.1 -0.1 -0.1
C 4.0035 -1.8956 3.7612 0.0 0.0 -0.1
C 4.3020 0.3721 0.4491 0.2 -0.3 0.2
C -1.4642 5.9313 1.3738 0.0 -0.1 0.0
C -2.5392 3.8914 0.4147 0.2 -0.1 0.1
C 3.4046 -3.5235 1.9297 0.1 0.2 0.2
C 0.6061 4.0246 2.4705 0.5 -0.1 0.2
C 0.2142 3.0529 0.5528 0.2 -1.0 -0.5
C -2.7991 -3.4489 0.6365 0.3 0.1 0.0
C -3.7618 -3.8234 1.5697 0.0 0.1 0.0
C 3.0302 -2.2070 2.6157 -0.1 -0.5 0.5
C 1.6280 -2.3097 3.2069 0.1 0.0 0.0
C 2.7177 1.6131 -5.9122 -0.1 0.0 0.2
C 0.5559 -3.3933 -2.6870 -0.1 0.1 0.5
C -3.9964 -5.1640 1.8153 0.0 0.0 0.0
C -3.9722 0.9688 2.9791 -0.1 0.0 0.1
C 1.7491 3.4206 2.0651 -0.2 0.2 0.3
C -3.2593 -6.1335 1.1529 0.0 0.0 0.0
C -1.6725 4.4240 1.5469 -0.9 0.5 0.1
C 1.9476 1.3361 -2.4163 0.2 -0.5 0.2
C 1.2435 -0.1387 -4.9430 -0.1 0.1 0.0
C -2.5484 -0.5889 4.1249 0.1 0.0 0.1
C -2.0849 -4.4257 -0.0521 0.1 0.1 0.0
C -2.3058 -5.7642 0.2179 0.0 -0.1 0.0
C -3.3056 -0.0596 -1.7412 -2.2 -0.3 0.5
C -3.8152 -1.3182 -0.9953 0.2 0.5 -0.2
C 1.5376 1.3576 -4.9672 -0.2 -0.3 -0.8
C -3.3676 0.5291 4.1462 0.0 0.0 -0.1
C 2.1658 3.2297 -3.4796 0.1 0.5 0.3
C 2.3113 -0.1690 1.1716 -0.5 0.0 -0.2
C -2.9571 -0.8304 1.7683 0.2 0.1 0.0
B 2.6137 2.1970 0.0038 -0.2 -0.4 -0.2
H -0.8601 6.3566 2.1702 0.1 0.0 0.1
H 0.8765 -2.5708 2.4663 0.0 0.0 0.1
H 1.7585 -4.7711 -3.6297 0.0 0.0 0.0
H -0.9786 6.1464 0.4256 0.0 0.0 -0.1
H 0.4737 3.1634 -5.5697 0.0 0.1 0.0
H 3.5854 2.8574 0.1662 0.2 0.2 0.1
H 0.4153 4.6035 3.3489 -0.1 0.2 0.1
H 4.3121 -3.4301 1.3421 0.1 0.0 -0.1
H 0.2914 -3.2797 0.2624 0.3 0.2 -0.3
H -3.4356 -7.1770 1.3572 0.0 -0.1 0.0
H -0.0514 1.6940 -6.3786 0.0 0.0 -0.1
H -4.2113 0.6740 0.8708 -0.1 0.0 0.0
H 0.4547 -4.1121 -4.5635 0.1 0.0 0.0
H -2.3623 3.0404 3.0555 0.0 0.0 0.0
H -4.8162 -1.1711 -0.5773 0.2 0.0 -0.1
H 2.7155 3.3864 2.5227 0.2 0.1 0.1
H 3.6389 1.1966 -5.5092 0.1 -0.1 0.0
H 2.8699 2.6719 -6.0969 0.0 0.1 0.0
H 0.9871 -0.4498 -5.9525 0.0 0.1 -0.2
H -3.3340 4.5077 2.9106 -0.1 0.1 0.0
H 3.5780 -4.2857 2.6819 0.0 -0.1 0.1
H 1.6352 -3.0851 3.9682 0.1 -0.1 0.1
H -1.3888 -4.1363 -0.8317 0.0 -0.1 0.1
H -3.8371 -2.1440 -1.7207 0.0 0.1 0.2
H 3.8079 -0.9011 4.1578 0.0 0.1 0.0
H 5.0418 -1.9407 3.4447 0.1 0.0 0.0
H 2.6018 -3.8729 1.2856 -0.1 -0.1 -0.1
H 0.3911 -0.3622 -4.3030 0.1 0.0 -0.1
H 2.1286 -3.8769 -1.4568 -0.2 0.1 0.2
H 1.5880 -2.2457 0.0454 -0.2 -0.1 -0.2
H -2.0805 -0.9378 5.0315 0.0 0.0 0.1
H 2.5182 1.1370 -6.8684 0.0 0.0 -0.1
H -2.1172 4.1325 -0.5583 0.0 0.0 -0.1
H 1.3336 -1.3761 3.6774 -0.1 0.0 0.1
H -2.4299 6.4280 1.3834 -0.1 0.0 0.0
H -3.5266 4.3412 0.4777 0.0 0.1 0.0
H 2.1968 3.9171 -4.2988 0.0 0.1 -0.1
H -4.6238 1.8291 3.0074 0.0 0.1 0.0
H -3.5305 1.0555 5.0740 -0.1 0.1 0.1
H -0.5189 1.9915 -4.7007 0.0 0.0 0.1
H -1.7150 -2.1521 2.9201 0.0 0.0 0.1
H 5.2966 -1.3503 1.3610 0.1 -0.1 0.1
H -4.3235 -3.0653 2.0962 -0.1 0.0 0.1
H -1.7384 -6.5183 -0.3056 0.0 -0.1 -0.1
H 3.8701 -2.6142 4.5657 0.0 -0.1 0.0
H -4.7550 -5.4526 2.5255 -0.1 0.0 0.1
H 2.6433 4.3647 -1.6630 0.1 0.2 0.1
H -1.7846 4.5742 3.7259 0.1 0.0 0.1
H -2.6466 2.8116 0.4808 -0.2 0.1 0.0
H 2.1098 -0.7110 -4.6172 -0.1 0.0 0.0
H 5.0488 0.9418 -0.0630 0.2 0.2 0.0
```
Positions in Å, forces in eV/Å.